[1]
Entry from the Open Molecules 2025 dataset: 2 unconnected molecules or ions with the total composition C4H8O2 (ωB97M-V/def2-TZVPD).

Computed properties:
* E_HOMO: -0.367 hartree
* total charge: 0
* max |F|: 3.3 eV/Å
* electronic energy: -307.6396 Eh
* SMILES: CC=O.CC=O
* energy above the lowest of the compared OMol25 structures with the same formula, charge and spin: 45.7 kcal per mole
* E_LUMO: 0.58 eV

Geometry (Å):
H: 1.10267 -2.58119 0.58061
C: 0.31346 3.53598 -1.57288
H: -0.51128 3.77769 -2.28637
H: -1.04720 -2.44174 1.22777
H: 0.95339 3.03677 0.37925
H: -0.82553 2.90390 0.21457
C: -0.74421 -3.48053 1.01397
O: 0.99540 -4.54800 -0.20775
C: 0.57190 -3.54045 0.36662
O: 1.36557 3.33669 -2.18633
H: -1.52534 -3.95481 0.39631
C: 0.06448 3.46835 -0.11084
H: -0.66920 -4.02861 1.96822
H: -0.04410 4.51594 0.21685

Forces on the atoms, in the same order (eV/Å):
0.809 -0.600 -0.725
0.985 -0.605 -3.056
-0.331 0.127 0.890
0.167 -0.414 -0.020
-0.335 0.248 -0.133
0.235 0.305 -0.539
-1.587 -0.038 0.268
-0.468 2.597 1.021
0.861 -1.737 -0.605
-1.226 0.219 2.024
0.333 0.021 0.312
0.752 0.040 0.719
-0.114 0.168 -0.252
-0.082 -0.331 0.095

Löwdin population analysis, charges in e, atoms 1 to 2:
1. H 0.1171
2. C -0.3185

---

[2]
Entry from the Open Molecules 2025 dataset: a molecular structure, C4H8O2 (ωB97M-V/def2-TZVPD).

Computed properties:
* E_HOMO: -0.312 hartree
* total charge: 0
* max |F|: 0.3 eV/Å
* electronic energy: -307.5410 Eh
* energy above the lowest of the compared OMol25 structures with the same formula, charge and spin: 107.6 kcal per mole
* E_LUMO: 0.61 eV

Geometry (Å):
C: 0.71221 0.09532 0.98646
H: 2.40324 -0.77871 -0.04410
O: -0.86385 1.38608 -0.52879
H: -1.39904 -0.25335 -1.32130
H: -1.76728 -1.17472 1.09508
H: -1.15945 1.09537 1.47048
C: -0.95915 -0.88418 0.41715
H: 2.17416 0.95526 -0.20334
C: 1.64074 -0.00870 -0.19115
H: -0.09595 -1.50701 0.73931
C: -0.58500 0.64909 0.65675
H: -0.02236 1.68029 -0.90385
O: -1.21550 -1.12384 -0.92325
H: 1.17696 -0.15226 -1.17906

Forces on the atoms, in the same order (eV/Å):
0.026 0.247 -0.219
-0.095 0.156 0.002
0.297 0.149 -0.062
-0.030 -0.136 0.005
0.053 0.126 -0.107
0.103 -0.136 -0.154
-0.026 -0.229 0.245
-0.036 -0.064 0.016
0.057 -0.066 0.015
-0.116 -0.130 -0.035
0.034 -0.032 0.268
-0.217 -0.064 -0.013
-0.106 0.121 -0.122
0.057 0.060 0.159

Löwdin population analysis, charges in e, atoms 1 to 2:
1. C -0.0094
2. H 0.0731

---

[3]
Entry from the Open Molecules 2025 dataset: a single C4H8O2 molecule (ωB97M-V/def2-TZVPD).

Computed properties:
* E_HOMO: -0.358 hartree
* total charge: 0
* max |F|: 2.7 eV/Å
* electronic energy: -307.6502 Eh
* SMILES: CC1OCCO1
* energy above the lowest of the compared OMol25 structures with the same formula, charge and spin: 39.0 kcal per mole
* E_LUMO: 1.09 eV

Geometry (Å):
H: 2.45434 0.19476 0.90081
O: -0.23257 0.62213 -0.91874
C: 1.63030 -0.17494 0.24423
H: -2.26809 -1.21588 0.98031
O: 0.39584 -0.54209 0.93450
H: -0.46237 -1.38830 -0.73534
H: 2.06843 -1.02825 -0.28356
C: -1.98598 -0.33852 0.39351
H: 0.92231 1.85665 0.18691
H: -2.05946 0.55911 1.01353
C: -0.57387 -0.49189 -0.10549
H: 1.69465 1.17369 -1.58109
H: -2.66580 -0.24150 -0.45429
C: 1.08227 1.01503 -0.57530

Forces on the atoms, in the same order (eV/Å):
-1.056 -0.392 0.139
-0.143 -0.130 -0.277
-0.255 0.904 0.599
-0.031 0.106 -0.031
0.767 0.054 -0.443
-0.071 -0.081 0.134
-0.473 0.090 -0.410
0.196 -0.077 0.388
1.050 -0.544 -1.539
-0.003 -0.120 -0.056
0.264 -0.098 -0.223
-1.213 0.329 2.363
0.114 -0.030 0.032
0.854 -0.010 -0.676

Löwdin population analysis, charges in e, atoms 1 to 2:
1. H 0.1289
2. O -0.1087

---

[4]
Entry from the Open Molecules 2025 dataset: a single C4H8O2 molecule (ωB97M-V/def2-TZVPD).

Computed properties:
* E_HOMO: -0.331 hartree
* total charge: 0
* max |F|: 0.4 eV/Å
* electronic energy: -307.5144 Eh
* energy above the lowest of the compared OMol25 structures with the same formula, charge and spin: 124.2 kcal per mole
* E_LUMO: -0.23 eV

Geometry (Å):
H: -0.50436 0.08979 -1.36895
H: 1.47697 1.63711 -0.16766
O: -1.25271 -1.47517 -0.19036
H: -0.38003 -1.86174 -0.41881
H: 1.24995 0.03166 -2.01943
C: 1.21288 0.60388 0.09964
C: -1.05939 -0.10797 -0.40079
C: 1.06665 -0.39787 -1.01545
H: 1.94674 0.22040 0.81597
O: -0.30684 -0.16980 1.92074
H: -0.56784 1.57008 0.93016
H: -0.64304 -1.04787 1.67328
H: -2.02862 0.35433 -0.58813
C: -0.21036 0.55316 0.72979

Forces on the atoms, in the same order (eV/Å):
-0.205 -0.179 0.017
-0.008 -0.202 0.001
0.118 -0.165 -0.085
-0.178 0.054 0.020
0.157 0.102 0.186
0.141 -0.001 0.053
-0.204 0.171 0.053
0.271 0.148 -0.022
-0.088 0.082 -0.014
-0.081 -0.178 -0.108
0.144 -0.109 -0.089
0.033 0.086 0.105
-0.120 -0.011 0.242
0.018 0.202 -0.358

Löwdin population analysis, charges in e, atoms 1 to 2:
1. H 0.0997
2. H 0.1028

---

[5]
Entry from the Open Molecules 2025 dataset: a molecular structure, C4H8O2 (ωB97M-V/def2-TZVPD).

Computed properties:
* E_HOMO: -0.335 hartree
* total charge: 0
* max |F|: 0.4 eV/Å
* electronic energy: -307.5302 Eh
* energy above the lowest of the compared OMol25 structures with the same formula, charge and spin: 114.4 kcal per mole
* E_LUMO: 0.91 eV

Geometry (Å):
O: 1.38113 -0.57904 -0.34999
H: 0.89549 0.91925 -1.70006
H: 0.60414 -0.82093 1.56841
H: -1.34541 1.17814 -0.96144
H: 0.61926 -2.25959 0.50466
H: 0.23396 1.33225 0.33604
C: -0.92923 -0.76240 0.05230
O: -0.89387 1.46749 1.05722
C: -0.87668 0.74953 -0.05778
C: 0.99699 0.73093 -0.62778
H: -1.71658 -1.00588 0.77251
H: -1.14659 -1.22765 -0.91484
C: 0.44982 -1.18175 0.54140
H: 1.72759 1.45965 -0.22065

Forces on the atoms, in the same order (eV/Å):
0.072 0.008 -0.050
-0.006 -0.031 0.154
0.008 -0.057 -0.141
0.062 -0.064 0.172
-0.040 0.149 0.009
0.246 0.109 0.024
-0.020 -0.005 -0.035
-0.084 0.083 0.085
-0.174 -0.212 -0.274
0.074 0.125 -0.185
0.104 0.032 -0.081
0.019 0.067 0.120
-0.139 -0.159 0.188
-0.122 -0.046 0.015

Löwdin population analysis, charges in e, atoms 1 to 2:
1. O -0.1368
2. H 0.1226

---

[6]
Entry from the Open Molecules 2025 dataset: a single C4H8O2 molecule (ωB97M-V/def2-TZVPD).

Computed properties:
* E_HOMO: -0.354 hartree
* total charge: 0
* max |F|: 0.4 eV/Å
* electronic energy: -307.6350 Eh
* SMILES: OCC1COC1
* energy above the lowest of the compared OMol25 structures with the same formula, charge and spin: 48.6 kcal per mole
* E_LUMO: 0.84 eV

Geometry (Å):
H: 0.20588 -0.70084 1.89952
C: -0.24910 0.28741 -1.42890
H: -1.27121 -0.09973 -1.52669
H: -1.29842 -0.29583 1.05358
O: -0.45871 -2.13114 0.54353
O: -0.22792 1.69218 -1.12506
H: 0.30896 0.06489 -2.34675
H: 1.44802 -0.55317 -0.25607
C: 0.53055 1.46440 0.06821
H: -0.69503 -2.64390 1.32107
C: -0.31571 -0.78199 0.93517
H: 1.52864 1.91568 0.02156
C: 0.48281 -0.05655 -0.12174
H: 0.01123 1.83861 0.96258

Forces on the atoms, in the same order (eV/Å):
-0.009 -0.021 -0.087
-0.086 -0.306 -0.199
0.150 0.048 0.054
0.111 -0.074 -0.054
-0.008 -0.236 0.070
-0.078 0.164 -0.087
-0.082 0.036 0.138
-0.130 0.113 0.021
0.202 0.121 0.324
-0.070 -0.087 -0.086
-0.009 0.395 0.035
-0.130 -0.027 -0.035
0.057 -0.086 0.052
0.082 -0.038 -0.144

Löwdin population analysis, charges in e, atoms 1 to 2:
1. H 0.1263
2. C -0.1409

---

[7]
Entry from the Open Molecules 2025 dataset: a single C4H8O2 molecule (ωB97M-V/def2-TZVPD).

Computed properties:
* E_HOMO (spin up / spin down): -0.317 / -0.292 hartree
* total charge: 0
* max |F|: 0.6 eV/Å
* electronic energy: -307.5052 Eh
* energy above the lowest of the compared OMol25 structures with the same formula, charge and spin: 130.1 kcal per mole
* E_LUMO (spin up / spin down): -0.83 / -1.29 eV

Geometry (Å):
H: 2.54745 1.26338 -0.33248
O: -1.99331 -0.45235 -1.23115
H: 2.42956 -0.03188 0.88485
H: 0.10826 -0.65415 1.42841
H: 0.20055 1.26089 -0.24258
C: 1.84709 0.75852 0.36231
C: -0.18813 -0.51519 0.38963
H: 0.62924 -0.03126 -1.53424
C: 0.66903 0.19416 -0.46344
C: -1.54004 -0.98655 -0.01644
H: -1.51068 -2.07927 -0.14041
H: -2.23977 -0.79673 0.81429
O: 1.13724 1.56811 1.19542
H: -2.09651 0.50232 -1.11419

Forces on the atoms, in the same order (eV/Å):
-0.114 -0.024 0.211
-0.067 0.216 -0.030
-0.106 0.121 -0.036
-0.016 0.009 -0.135
-0.193 -0.078 -0.186
0.217 -0.442 -0.307
-0.127 -0.090 -0.071
0.013 0.081 0.165
-0.020 0.160 0.040
0.120 -0.130 0.257
0.044 0.103 0.082
0.089 -0.014 -0.119
0.177 0.258 0.265
-0.016 -0.171 -0.134

Löwdin population analysis, charges in e, atoms 1 to 2:
1. H 0.1093
2. O -0.0471

---

[8]
Entry from the Open Molecules 2025 dataset: a single C4H8O2 molecule (ωB97M-V/def2-TZVPD).

Computed properties:
* E_HOMO (spin up / spin down): -0.344 / -0.344 hartree
* total charge: 0
* max |F|: 1.9 eV/Å
* electronic energy: -307.5596 Eh
* energy above the lowest of the compared OMol25 structures with the same formula, charge and spin: 95.9 kcal per mole
* E_LUMO (spin up / spin down): -0.83 / -0.83 eV

Geometry (Å):
H: 0.29405 -1.54142 0.97816
H: -1.98215 -0.83440 1.09893
H: 1.79627 1.81550 -0.30224
C: -1.54407 -0.68528 0.09657
O: 0.09305 1.27923 0.85489
O: -1.87349 0.52345 -0.48339
C: -0.07089 -0.77875 0.27023
C: 1.30462 0.97850 0.22784
C: 0.92472 -0.21252 -0.68115
H: -1.22881 1.14248 -0.02745
H: -1.91950 -1.52268 -0.52055
H: 0.41716 0.12128 -1.58815
H: 1.77007 -0.87292 -0.89167
H: 2.01895 0.58753 0.96796

Forces on the atoms, in the same order (eV/Å):
-0.131 0.681 0.063
-0.059 0.095 -0.127
-0.319 -0.060 0.196
0.142 -0.120 0.110
-0.240 -1.919 0.164
-0.405 0.099 -0.144
-0.165 1.172 0.605
0.754 -0.516 -0.486
0.280 0.466 -0.049
-0.194 -0.030 -0.202
0.271 0.066 0.044
0.128 -0.029 0.019
-0.205 -0.075 -0.092
0.142 0.169 -0.099

Löwdin population analysis, charges in e, atoms 1 to 2:
1. H 0.1463
2. H 0.1337

---

Copy entry 4 word for word.
Entry from the Open Molecules 2025 dataset: a single C4H8O2 molecule (ωB97M-V/def2-TZVPD).

Computed properties:
* E_HOMO: -0.331 hartree
* total charge: 0
* max |F|: 0.4 eV/Å
* electronic energy: -307.5144 Eh
* energy above the lowest of the compared OMol25 structures with the same formula, charge and spin: 124.2 kcal per mole
* E_LUMO: -0.23 eV

Geometry (Å):
H: -0.50436 0.08979 -1.36895
H: 1.47697 1.63711 -0.16766
O: -1.25271 -1.47517 -0.19036
H: -0.38003 -1.86174 -0.41881
H: 1.24995 0.03166 -2.01943
C: 1.21288 0.60388 0.09964
C: -1.05939 -0.10797 -0.40079
C: 1.06665 -0.39787 -1.01545
H: 1.94674 0.22040 0.81597
O: -0.30684 -0.16980 1.92074
H: -0.56784 1.57008 0.93016
H: -0.64304 -1.04787 1.67328
H: -2.02862 0.35433 -0.58813
C: -0.21036 0.55316 0.72979

Forces on the atoms, in the same order (eV/Å):
-0.205 -0.179 0.017
-0.008 -0.202 0.001
0.118 -0.165 -0.085
-0.178 0.054 0.020
0.157 0.102 0.186
0.141 -0.001 0.053
-0.204 0.171 0.053
0.271 0.148 -0.022
-0.088 0.082 -0.014
-0.081 -0.178 -0.108
0.144 -0.109 -0.089
0.033 0.086 0.105
-0.120 -0.011 0.242
0.018 0.202 -0.358

Löwdin population analysis, charges in e, atoms 1 to 2:
1. H 0.0997
2. H 0.1028